No. 1
This record from the OMol25 dataset describes a gas-phase ion, C5H14N2PS (charge +1). The level of theory is wB97M-V/def2-TZVPD.

## Properties
Multiplicity = 3
E = -28503.3518 eV
Net charge = +1

Geometry (Å):
S  3.3797  1.0423  -0.5173
P  1.8483  -1.5359  -0.1254
N  0.2203  -0.7627  0.2417
N  -1.3809  -1.6723  -1.2842
C  -0.8457  2.7805  -0.0838
C  -0.9408  -1.7010  0.1735
C  0.1074  0.5708  -0.0795
C  -0.8837  1.3687  0.2763
C  2.9734  -0.3109  0.6729
H  -0.6153  -2.6323  0.6097
H  2.0425  -2.3658  1.0500
H  -0.9311  -2.2183  -2.1071
H  -1.6343  0.9164  0.8830
H  2.6355  0.2234  1.6050
H  -2.3736  -1.9906  -1.4088
H  4.7293  0.8183  -0.6870
H  -1.4140  -0.5948  -1.4232
H  0.1268  3.1999  0.1811
H  -1.6389  3.2847  0.2400
H  3.9381  -0.7120  0.9840
H  -0.9277  2.9510  -1.1278
H  0.7442  1.0190  -0.8357
H  -1.8230  -1.1865  0.6557


No. 2
This record from the OMol25 dataset describes a molecular structure, C29H45As2CaN9O2. The level of theory is wB97M-V/def2-TZVPD.

## Properties
Multiplicity = 1
E = -188417.6992 eV
Net charge = +2

Geometry (Å):
As  -0.3944  1.7626  -1.6285
As  -0.5247  -1.5195  -2.3788
Ca  -0.8030  -0.4387  0.3081
O  4.8998  5.8994  0.6098
O  2.7406  6.3062  0.8170
N  2.0356  0.0491  0.3399
N  -1.5563  1.3797  1.9275
N  -2.5364  -2.4958  0.1928
N  1.1483  -2.6169  0.2734
N  -0.3744  -1.5391  4.8101
N  -1.1723  2.8087  3.7454
N  -0.7173  -1.2307  2.5054
N  -3.0453  0.3030  -0.4975
N  -0.6938  0.5858  3.9550
C  3.0938  -4.6140  0.2025
C  2.4461  -2.3172  0.4070
C  2.1252  3.6231  1.2029
C  -1.3898  3.4326  -1.3276
C  0.8253  -3.8959  0.1150
C  3.7215  1.7779  -0.1148
C  -4.0773  -0.6016  0.0406
C  -2.1757  0.3649  -5.8034
C  3.6261  5.5083  0.6919
C  2.8341  -0.9102  0.5613
C  1.3226  -1.5518  -3.0343
C  3.3268  4.0348  0.6305
C  -3.7911  -2.0195  -0.4191
C  -1.6768  2.0966  -4.2265
C  -1.2138  1.1570  -3.3073
C  -1.1824  1.5900  3.1423
C  4.1228  3.1033  -0.0235
C  3.4450  -3.2859  0.3838
C  -1.7199  -0.5793  -4.8978
C  -0.1369  -2.9632  4.6249
C  1.7179  2.3106  1.1040
C  -1.2350  -0.2019  -3.6470
C  -1.1095  -3.1842  -3.2488
C  2.5116  1.3721  0.4420
C  -2.1565  1.7106  -5.4669
C  1.7522  -4.9287  0.0689
C  -0.7593  -1.1657  6.1700
C  1.1955  2.5582  -2.4490
C  -0.6154  -0.7780  3.7099
H  -2.1783  -3.1619  -3.4563
H  0.7928  1.9729  1.5445
H  -1.1173  4.1833  -2.0660
H  1.3279  -1.4501  -4.1177
H  -2.5425  0.0508  -6.7716
H  -0.7015  -2.2433  2.4833
H  -0.1154  -1.6914  6.8703
H  -1.0651  -3.5197  4.4584
H  -0.5638  -3.3319  -4.1785
H  5.0460  3.4022  -0.5052
H  -1.6628  3.1499  -3.9744
H  -2.5062  2.4557  -6.1690
H  -0.9007  -4.0317  -2.5952
H  -1.7473  -1.6237  -5.1802
H  0.3353  -3.3563  5.5210
H  -4.6429  -2.6601  -0.1811
H  1.5161  4.3626  1.7055
H  -1.5942  3.5896  3.2743
H  -2.7215  -2.7459  1.1602
H  -3.6642  -2.0213  -1.5050
H  4.3271  1.0678  -0.6648
H  -1.8964  2.2406  1.5088
H  3.8473  -5.3890  0.1672
H  1.7860  -2.5011  -2.7621
H  -0.3726  0.8798  4.8585
H  5.5306  5.1716  0.6059
H  0.5466  -3.1309  3.7928
H  0.9173  3.0529  -3.3772
H  1.6326  3.2879  -1.7677
H  -0.6448  -0.1058  6.3790
H  4.4830  -2.9992  0.4925
H  -1.0584  2.9097  4.7390
H  1.9342  1.7884  -2.6673
H  -3.2008  1.2326  -0.1224
H  -2.2505  -3.3500  -0.2729
H  1.4266  -5.9505  -0.0674
H  -3.1628  0.3801  -1.5055
H  3.8653  -0.7343  0.8805
H  -2.4652  3.2626  -1.3745
H  1.8978  -0.7402  -2.5891
H  -1.7954  -1.4444  6.3802
H  -4.0267  -0.5597  1.1320
H  -5.0864  -0.3170  -0.2659
H  -1.1275  3.8265  -0.3446
H  -0.2349  -4.1047  0.0170


No. 3
This record from the OMol25 dataset describes a molecular structure, C21H38N5OPb. The level of theory is wB97M-V/def2-TZVPD.

## Properties
Multiplicity = 1
E = -37128.1559 eV
Net charge = +1

Geometry (Å):
Pb  -3.7619  -1.1461  -0.5338
O  -1.5393  0.1955  -0.6500
N  2.6038  -1.9060  1.9214
N  -2.5188  -2.5954  -6.0450
N  -2.7494  -2.2600  1.8048
N  -4.5106  1.1565  -1.6187
N  5.5022  3.7254  3.5887
C  2.1036  2.7901  2.9689
C  -0.6999  -1.5894  3.3752
C  1.7794  -4.7799  -0.1919
C  -1.8697  -1.0590  5.7520
C  1.3883  -3.2421  -0.0898
C  -1.9272  3.5119  -2.2400
C  -0.9633  -0.6197  4.5941
C  -1.8377  -2.2188  -5.1488
C  2.1044  -2.5323  1.0377
C  -3.9200  1.9895  -2.2039
C  -1.7952  -1.9618  2.4974
C  -0.1949  0.3064  -0.3425
C  -0.5384  -0.2259  -4.1965
C  -1.0162  4.4765  -3.0276
C  -3.1125  3.0171  -2.8978
C  0.0070  0.3535  -5.4913
C  1.6407  -5.4328  1.1148
C  3.1802  2.3394  3.9329
C  -0.8290  -1.7513  -4.1873
C  2.4727  2.5885  1.4392
C  4.5007  3.1453  3.6781
H  -1.3738  0.3927  -3.8683
H  -1.2981  2.6321  -2.1051
H  -2.6762  -1.7147  5.4236
H  -2.3248  -0.1418  6.1258
H  -1.2668  -1.5065  6.5421
H  -2.2539  3.9197  -1.2835
H  2.3613  -4.9961  1.8063
H  1.1594  -5.1970  -0.9855
H  0.2791  1.3769  -5.2333
H  3.3455  1.2646  3.8583
H  -2.8812  2.6167  -3.8849
H  0.0960  -1.2562  2.7093
H  -0.0423  -0.2140  5.0128
H  -0.5160  0.3082  -6.4466
H  2.4816  1.5316  1.1730
H  0.3817  -0.2608  -1.0732
H  -1.6205  5.3190  -3.3640
H  -3.7714  3.8303  -3.2023
H  1.9969  3.8460  3.2174
H  0.6504  -5.1638  1.4824
H  1.9348  -6.4815  1.0714
H  1.8764  3.1533  0.7225
H  1.1730  2.3321  3.3039
H  0.2396  -0.0163  -3.4624
H  0.0921  1.3400  -0.1491
H  0.9777  -0.1370  -5.5630
H  -1.1677  -2.0814  -3.2052
H  2.8068  -4.8846  -0.5407
H  0.0480  -0.1859  0.5992
H  3.4789  2.9912  1.3227
H  2.8486  2.5957  4.9391
H  0.3441  -2.9461  0.0109
H  -0.2458  4.8071  -2.3310
H  0.0711  -2.3422  -4.3569
H  -1.3826  0.2616  4.1086
H  -0.7556  4.0400  -3.9918
H  -0.2757  -2.4911  3.8171
H  1.7105  -2.8169  -1.0403


No. 4
This record from the OMol25 dataset describes a gas-phase ion, C2H2O4P (charge -1). The level of theory is wB97M-V/def2-TZVPD.

## Properties
SMILES = O=P(=O)O/C=C\[O-]
Multiplicity = 1
E = -19587.5957 eV
Net charge = -1

Geometry (Å):
P  0.4657  0.7896  1.2814
O  -0.3812  -0.5349  0.9914
O  0.5601  0.8926  -1.2751
O  -0.3625  1.8915  1.7769
O  1.8466  0.5463  1.7033
C  -0.0993  -0.2107  -1.3607
C  -0.5675  -0.9353  -0.3366
H  -0.2960  -0.6131  -2.3612
H  -1.1659  -1.8259  -0.4193


No. 5
This record from the OMol25 dataset describes a molecular structure, C4H4O5Y. The level of theory is wB97M-V/def2-TZVPD.

## Properties
Multiplicity = 1
E = -15485.9780 eV
Net charge = +1

Geometry (Å):
Y  3.1390  1.0116  1.8956
O  3.9758  0.4370  -0.0176
O  5.0088  3.9626  1.8346
O  3.3378  -1.5598  -0.9558
O  2.3551  -0.7657  0.9097
O  2.9272  4.4800  1.6916
C  3.2166  -0.7061  -0.0741
C  3.5812  5.7727  1.5389
C  5.0584  5.4048  1.6263
C  3.7932  3.5165  1.7523
H  5.5753  5.8389  2.4873
H  3.2798  6.1887  0.5731
H  3.2319  6.4136  2.3535
H  5.6212  5.5939  0.7072


No. 6
This record from the OMol25 dataset describes a single C4H5NO3 molecule. The level of theory is wB97M-V/def2-TZVPD.

## Properties
SMILES = O=CC1([N+](=O)[O-])CC1
Multiplicity = 1
E = -11856.5694 eV

Geometry (Å):
O  -0.2617  2.2768  0.5509
O  -1.6692  -0.6817  1.8834
O  -2.0461  1.4811  -0.2055
N  -0.8767  1.3779  0.0980
C  0.4266  -0.4181  -1.3089
C  -0.1937  0.0590  0.1491
C  -0.7416  -0.9988  1.1996
C  1.2545  -0.0233  -0.1654
H  -0.2017  -2.0088  1.1957
H  1.7923  0.8716  -0.0446
H  0.1818  -1.4136  -1.4979
H  1.8893  -0.7855  0.3042
H  0.4461  0.2633  -2.1585


No. 7
This record from the OMol25 dataset describes a gas-phase ion, C6H13BrCl2NO (charge +1). The level of theory is wB97M-V/def2-TZVPD.

## Properties
SMILES = CO[C@@](Br)(CCl)[N@H+](C)CCCl
Multiplicity = 1
E = -105048.3715 eV
Net charge = +1

Geometry (Å):
Br  1.8700  -1.9405  -0.0023
Cl  3.4141  0.8827  0.9149
Cl  -2.7586  -2.0252  -0.5010
O  0.9830  0.3095  -1.5198
N  -0.5881  -0.2442  0.1149
C  -1.0718  -0.9045  1.3954
C  1.6499  1.0275  0.8772
C  2.1487  0.2141  -2.4994
C  -2.5847  -1.1856  1.1536
C  0.9129  -0.2550  -0.2639
C  -1.2768  1.0875  -0.0781
H  2.2832  -0.8575  -2.8878
H  1.8102  0.8743  -3.3291
H  -0.9033  -0.1913  2.2156
H  -1.4808  1.4679  0.8283
H  -1.0851  -0.8813  -0.5929
H  -2.9732  -1.6981  2.0940
H  -0.4496  1.6995  -0.4822
H  -0.3968  -1.7461  1.6636
H  -2.2456  0.9707  -0.6907
H  -3.0393  -0.1624  1.1500
H  1.5246  2.0867  0.4089
H  1.1985  0.9510  1.9133
H  3.0587  0.5203  -1.8824


No. 8
This record from the OMol25 dataset describes a single C7H17N molecule. The level of theory is wB97M-V/def2-TZVPD.

## Properties
SMILES = CCCCCN(C)C
Multiplicity = 1
E = -9023.5506 eV

Geometry (Å):
N  -1.2923  -1.3805  -0.3881
C  1.5940  0.5705  -0.2925
C  2.5063  2.6291  0.8014
C  -0.7176  -0.3610  0.5264
C  0.8353  -0.5005  0.5137
C  -1.9330  -0.7822  -1.5461
C  1.2901  2.0461  0.0258
C  -2.1514  -2.3532  0.3153
H  2.6436  0.3764  -0.0552
H  -2.4879  -1.8846  1.2496
H  2.7501  2.0327  1.6752
H  0.4220  2.0833  0.6802
H  1.1685  -0.3895  1.5511
H  2.3478  3.6425  1.1921
H  1.3995  0.3530  -1.3492
H  -1.1328  -0.4006  -2.2004
H  1.3161  2.6303  -0.8901
H  -2.4842  -1.4971  -2.1472
H  -1.1111  -0.5678  1.5142
H  -0.9135  0.6191  0.0929
H  -2.5450  0.1251  -1.4173
H  -1.5434  -3.2270  0.5447
H  1.1207  -1.4760  0.1296
H  3.3622  2.7226  0.1332
H  -3.0402  -2.7300  -0.1881